(1)
Density functional theory data (ωB97M-V with the def2-TZVPD basis set) for C35H38EuFIN6OS2 as an isolated structure.

Geometry (Å):
Eu1 0.52595 -1.14989 -0.70525
S1 1.87209 -1.96847 -3.24299
C1 3.26957 -2.22979 -2.28906
S2 3.12238 -2.26483 -0.56617
C2 4.54336 -2.35613 -2.87891
C3 5.72589 -2.44290 -2.10969
N1 6.72226 -2.45555 -1.51751
C4 4.74068 -2.29633 -4.27854
N2 4.97656 -2.23001 -5.41046
N3 3.98355 0.70759 -0.29642
C5 3.34824 0.62921 0.91674
C6 4.15336 0.46911 2.06052
C7 3.57481 0.58460 3.30038
C8 2.21358 0.87019 3.38616
C9 1.49368 0.92782 2.21040
N4 2.02420 0.77205 0.99285
C10 3.46013 0.86172 -1.57236
C11 4.37481 0.98675 -2.62602
C12 3.89942 1.21337 -3.89645
C13 2.53016 1.34940 -4.08351
C14 1.70971 1.18374 -2.98904
N5 2.14588 0.92263 -1.75191
H1 4.95191 0.43736 -0.28194
H2 5.20851 0.25285 1.94656
H3 4.16813 0.45579 4.19767
H4 1.72682 1.01213 4.34206
H5 0.42788 1.10226 2.23563
H6 5.43621 0.88184 -2.43590
H7 4.58640 1.26910 -4.73062
H8 2.10473 1.51696 -5.06305
H9 0.63410 1.26853 -3.09742
C15 -2.49183 4.09285 0.03696
C16 -1.27873 3.23806 0.43905
C17 -0.47968 2.85876 -0.80696
C18 -1.73616 2.14178 1.40755
C19 -1.89546 2.59824 2.71481
C20 -2.36416 1.78401 3.72431
C21 -2.75837 0.49861 3.40474
C22 -2.66103 -0.00991 2.10911
C23 -3.36250 -1.36506 1.93980
C24 -4.81257 -1.16533 1.47005
C25 -2.68219 -2.43350 1.09122
C26 -2.05864 0.79337 1.09143
N6 -1.70981 0.26084 -0.16380
C27 -2.55684 0.47857 -1.18368
C28 -3.79943 1.17151 -1.12629
C29 -4.63999 1.26966 -2.22025
C30 -4.30073 0.72835 -3.45401
C31 -3.06177 0.10496 -3.57854
C32 -2.24740 0.01637 -2.48307
F1 -1.02103 -0.57272 -2.65090
H10 -2.16229 5.00253 -0.47319
H11 -3.07165 4.37947 0.91768
H12 -3.13911 3.53757 -0.64156
H13 -0.61883 3.88155 1.03227
H14 -1.12815 2.49540 -1.60347
H15 0.27595 2.11207 -0.58812
H16 0.03440 3.75159 -1.17788
H17 -1.62302 3.62414 2.94559
H18 -2.45021 2.15081 4.74085
H19 -3.18210 -0.13298 4.17901
H20 -3.43085 -1.77251 2.95482
H21 -4.84845 -0.95987 0.40406
H22 -5.28616 -0.33397 1.99973
H23 -5.39153 -2.07302 1.66149
H24 -2.45209 -2.07993 0.09358
H25 -3.33986 -3.30186 1.00141
H26 -1.76252 -2.77794 1.55739
H27 -4.09593 1.60989 -0.18248
H28 -5.59164 1.77857 -2.10238
H29 -4.97784 0.77964 -4.29643
H30 -2.72036 -0.30754 -4.51960
C33 2.13050 -2.88721 2.61939
C34 0.78940 -2.34173 3.04546
O1 0.20673 -1.60407 1.96901
H31 2.57399 -3.46182 3.43544
H32 2.80494 -2.07373 2.34912
H33 2.01983 -3.53577 1.75166
H34 0.91211 -1.67346 3.90744
H35 0.12008 -3.16226 3.32453
H36 -0.65143 -1.28030 2.26349
I1 -0.43009 -5.03432 0.45897
C35 -0.33071 -3.48745 -1.13070
H37 0.38757 -3.96752 -1.80218
H38 -1.30734 -3.62451 -1.62166

gap between HOMO and LUMO (spin up / spin down) = 4.9001 / 5.8700 eV
total charge = -2
HOMO energy (spin up / spin down) = -0.843 / -1.814 eV
2S+1 = 8

***

(2)
Density functional theory data (ωB97M-V with the def2-TZVPD basis set) for a 2-piece molecular cluster, C4H9O overall.

Geometry (Å):
C1 1.97794 -1.10874 -0.09206
O1 1.10775 -2.13719 -0.17965
H1 3.05323 -1.42244 0.13257
H2 2.07111 -0.36632 -0.90269
H3 1.78454 -0.51409 0.84890
C2 -0.37353 1.32969 -0.50946
C3 -1.14085 0.59116 0.52912
C4 -2.11271 -0.30362 0.38543
H4 0.63638 1.38954 -0.09820
H5 -0.34548 0.83833 -1.47918
H6 -0.69838 2.35517 -0.70030
H7 -1.02045 0.92740 1.56134
H8 -2.71761 -0.82456 1.10770
H9 -2.22194 -0.75433 -0.60352

gap between HOMO and LUMO = 5.8434 eV
total charge = -1
HOMO energy = -1.713 eV
2S+1 = 1

***

(3)
Density functional theory data (ωB97M-V with the def2-TZVPD basis set) for a 4-piece molecular cluster, C24H58FN2O5P2S3 overall.

Geometry (Å):
N1 1.56364 1.74684 2.12756
P1 1.28333 1.32320 0.43065
F1 0.37747 2.74536 0.16383
C1 -0.37554 0.44447 0.74222
C2 -0.19154 -1.06183 0.96572
C3 0.41769 -1.49008 2.32435
C4 1.83070 -2.09779 2.30094
O1 2.77993 -1.10820 2.71734
C5 2.81930 2.28406 -0.20473
C6 3.08186 3.67345 0.40070
C7 4.50588 3.86196 0.92753
S1 5.13740 2.72839 2.22781
C8 5.19837 3.62949 3.78311
S2 6.63402 3.74819 4.54184
N2 4.00908 3.96535 4.44778
C9 3.71221 3.00206 5.53436
C10 2.25891 3.19208 6.01217
O2 1.86122 4.54587 5.90872
C11 1.82019 4.97660 4.55452
C12 2.80200 4.20456 3.65567
P2 1.03773 0.67934 -1.87607
S3 2.47051 -0.53957 -2.57808
H1 0.70535 1.89852 2.63298
H2 2.10855 1.02623 2.58292
H3 2.01014 0.09952 0.49112
H4 -1.01703 0.58481 -0.14073
H5 -0.92381 0.91363 1.57864
H6 0.43886 -1.45184 0.14661
H7 -1.16702 -1.56238 0.85783
H8 0.45289 -0.63522 3.01372
H9 -0.26272 -2.22921 2.77751
H10 1.90525 -2.95982 2.98176
H11 2.07136 -2.44202 1.28205
H12 3.60005 -1.24672 2.27148
H13 3.68942 1.62691 -0.05418
H14 2.72224 2.40894 -1.29371
H15 2.32530 3.89059 1.15529
H16 2.98638 4.44767 -0.38207
H17 4.71017 4.89074 1.25241
H18 5.21130 3.65507 0.10544
H19 3.83044 1.97075 5.15337
H20 4.43224 3.17013 6.34022
H21 2.16165 2.91212 7.06664
H22 1.58164 2.54070 5.43059
H23 0.79551 4.87591 4.16123
H24 2.08848 6.04322 4.57347
H25 2.38483 3.25728 3.27628
H26 3.04786 4.83882 2.79363
H27 0.92489 1.81860 -2.70346
H28 -0.21403 0.08340 -2.15728
C13 -4.66167 4.09602 4.23184
C14 -4.05686 2.91754 4.97735
O3 -2.70987 2.65257 4.64635
C15 -1.79079 3.69884 4.90878
C16 -1.70131 4.10686 6.37053
H29 -4.56451 3.95557 3.15471
H30 -5.72149 4.18062 4.47801
H31 -4.18431 5.03984 4.49836
H32 -4.58654 2.00165 4.71304
H33 -4.17492 3.05646 6.05946
H34 -2.01395 4.57257 4.28479
H35 -0.82998 3.30755 4.57419
H36 -2.63743 4.53008 6.73929
H37 -0.91802 4.85592 6.49210
H38 -1.44880 3.24578 6.99155
C17 1.37320 -4.48371 -5.34766
C18 -0.13507 -4.62174 -5.22096
O4 -0.68937 -3.96170 -4.10086
C19 -0.49896 -2.54991 -4.07753
C20 -1.16060 -1.82272 -5.23515
H39 1.86508 -4.83107 -4.43831
H40 1.72451 -5.08416 -6.18905
H41 1.68104 -3.45201 -5.51953
H42 -0.40146 -5.67141 -5.08555
H43 -0.62191 -4.29194 -6.14681
H44 0.56123 -2.29132 -4.01639
H45 -0.94666 -2.22962 -3.13647
H46 -0.71734 -2.08553 -6.19731
H47 -1.03634 -0.74760 -5.09887
H48 -2.22929 -2.04781 -5.27685
C21 -4.24302 -5.63899 -5.36970
C22 -3.53746 -5.20964 -6.64362
O5 -2.78658 -6.23740 -7.26874
C23 -3.52043 -7.37288 -7.67857
C24 -4.61109 -7.07923 -8.69548
H49 -3.52447 -6.04962 -4.65963
H50 -4.72022 -4.77301 -4.90973
H51 -5.01712 -6.38627 -5.55421
H52 -2.80648 -4.43864 -6.40409
H53 -4.25233 -4.76941 -7.34933
H54 -3.94493 -7.89614 -6.81308
H55 -2.77366 -8.03538 -8.11794
H56 -5.39881 -6.44865 -8.28162
H57 -5.07181 -8.01368 -9.01979
H58 -4.19374 -6.57682 -9.56924

gap between HOMO and LUMO = 6.2085 eV
total charge = -1
HOMO energy = -4.136 eV
2S+1 = 1

***

(4)
Density functional theory data (ωB97M-V with the def2-TZVPD basis set) for C32H52CoN5O2 as an isolated structure.

Geometry (Å):
Co1 0.78260 0.44005 -0.14891
N1 1.17230 3.07319 -1.32654
C1 2.05408 3.79080 -0.35178
C2 1.30232 3.99449 0.95382
C3 1.16740 2.76218 1.81961
N2 0.26589 1.68676 1.27423
C4 2.54207 2.07729 2.05690
C5 3.31382 1.84241 0.74002
N3 2.67150 0.68484 -0.03258
C6 3.41043 3.11418 -0.15959
H1 0.24877 3.50078 -1.46547
H2 1.04916 2.03131 -0.96585
H3 1.56634 3.05830 -2.28153
H4 2.23356 4.75558 -0.81302
H5 0.35898 4.51062 0.74325
H6 1.88200 4.76149 1.49132
H7 0.69923 3.08036 2.75951
H8 -0.68626 2.01745 1.04420
H9 0.10171 1.00894 2.03083
H10 2.42526 1.08998 2.63190
H11 3.15186 2.74539 2.63399
H12 4.34476 1.49576 0.98450
H13 2.88260 -0.23742 0.38300
H14 2.96118 0.66106 -1.01197
H15 3.96838 2.92269 -1.08302
H16 4.05637 3.74513 0.44999
C7 -1.13385 -0.32514 4.65190
C8 -1.21384 -1.31714 3.45938
C9 -2.41152 -2.22971 3.75976
C10 0.14354 -2.01385 3.20567
C11 0.66284 -2.69985 4.29170
C12 1.82443 -3.48562 4.18408
C13 2.42605 -3.60701 2.93171
C14 1.89480 -3.10488 1.75371
C15 2.41737 -3.62424 0.37190
C16 3.26203 -2.65010 -0.45597
C17 1.36811 -4.28988 -0.52826
C18 0.82944 -2.19516 1.95959
N4 0.42325 -1.39173 0.81580
C19 -0.64432 -1.91414 0.27661
C20 -1.07317 -1.47841 -1.08009
N5 -0.85196 -0.04751 -1.16106
C21 -1.58610 0.65285 -2.11284
C22 -1.34983 0.40165 -3.55278
C23 -2.40974 0.66515 -4.45637
C24 -3.54786 1.40864 -4.06079
C25 -3.57436 1.95200 -2.80047
C26 -2.64151 1.54145 -1.79272
C27 -3.03172 2.02675 -0.40665
C28 -4.32279 1.34307 0.05520
C29 -3.21862 3.55879 -0.48707
C30 -0.22400 -0.32859 -4.24688
C31 -0.74475 -1.64785 -4.89259
C32 1.08717 -0.54209 -3.51296
H17 -1.90392 0.41266 4.57158
H18 -0.15266 0.19666 4.68058
H19 -1.35175 -0.81870 5.58517
H20 -1.42286 -0.79650 2.51183
H21 -2.24965 -2.70055 4.72210
H22 -2.64837 -2.98477 2.97806
H23 -3.27777 -1.55448 3.86180
H24 0.20438 -2.55921 5.26054
H25 2.21977 -4.04579 5.04155
H26 3.40227 -4.09136 2.91286
H27 3.07219 -4.43904 0.76763
H28 2.62593 -1.89341 -0.93015
H29 3.79205 -3.15579 -1.28947
H30 4.03153 -2.20867 0.16349
H31 0.65577 -3.55038 -0.90953
H32 0.80538 -5.05690 0.01817
H33 1.90448 -4.72828 -1.38438
H34 -1.32539 -2.52499 0.89226
H35 -0.50762 -2.01516 -1.89118
H36 -2.19813 0.34476 -5.47346
H37 -4.40726 1.64290 -4.70886
H38 -4.27048 2.73493 -2.55156
H39 -2.23318 1.79134 0.29884
H40 -5.13721 1.60309 -0.59824
H41 -4.62381 1.61117 1.07024
H42 -4.29522 0.24792 0.08496
H43 -4.22319 3.85799 -0.82386
H44 -2.56816 4.00571 -1.24571
H45 -3.03505 3.98111 0.50502
H46 0.04904 0.30279 -5.13051
H47 -1.57133 -2.13726 -4.31965
H48 0.03711 -2.39176 -4.94859
H49 -1.15397 -1.54045 -5.90479
H50 1.61434 -1.44466 -3.83928
H51 0.98395 -0.58995 -2.42251
H52 1.73036 0.36454 -3.71435
O1 -2.46441 -1.86432 -1.17078
O2 -2.39255 -3.27623 -1.19613

gap between HOMO and LUMO (spin up / spin down) = 6.7757 / 6.0099 eV
total charge = +1
HOMO energy (spin up / spin down) = -9.535 / -9.247 eV
2S+1 = 4

***

E (computed, eV): -99720.59849; -6339.33284; -92846.34387; -83187.91676
Max |F| (computed, eV Å⁻¹): 0.87; 2.22; 0.98; 3.61